{"formula": "C60H140O30", "method": "the ωB97M-V functional and the def2-TZVPD basis", "species": ["C", "O", "C", "C", "O", "C", "C", "O", "C", "H", "H", "H", "H", "H", "H", "H", "H", "H", "H", "H", "H", "H", "H", "C", "O", "C", "C", "O", "C", "C", "O", "C", "H", "H", "H", "H", "H", "H", "H", "H", "H", "H", "H", "H", "H", "H", "C", "O", "C", "C", "O", "C", "C", "O", "C", "H", "H", "H", "H", "H", "H", "H", "H", "H", "H", "H", "H", "H", "H", "C", "O", "C", "C", "O", "C", "C", "O", "C", "H", "H", "H", "H", "H", "H", "H", "H", "H", "H", "H", "H", "H", "H", "C", "O", "C", "C", "O", "C", "C", "O", "C", "H", "H", "H", "H", "H", "H", "H", "H", "H", "H", "H", "H", "H", "H", "C", "O", "C", "C", "O", "C", "C", "O", "C", "H", "H", "H", "H", "H", "H", "H", "H", "H", "H", "H", "H", "H", "H", "C", "O", "C", "C", "O", "C", "C", "O", "C", "H", "H", "H", "H", "H", "H", "H", "H", "H", "H", "H", "H", "H", "H", "C", "O", "C", "C", "O", "C", "C", "O", "C", "H", "H", "H", "H", "H", "H", "H", "H", "H", "H", "H", "H", "H", "H", "C", "O", "C", "C", "O", "C", "C", "O", "C", "H", "H", "H", "H", "H", "H", "H", "H", "H", "H", "H", "H", "H", "H", "C", "O", "C", "C", "O", "C", "C", "O", "C", "H", "H", "H", "H", "H", "H", "H", "H", "H", "H", "H", "H", "H", "H"], "positions_angstrom": [[14.97094, -17.99249, 12.34412], [13.67733, -17.75152, 11.81487], [13.67405, -16.66411, 10.82021], [13.86434, -17.16723, 9.38132], [12.95557, -18.21449, 8.92378], [11.59801, -17.65982, 8.79599], [10.55930, -18.72456, 8.37043], [9.56117, -18.76606, 9.35907], [8.31960, -19.49041, 8.88217], [15.71386, -18.22216, 11.58031], [14.94020, -18.99872, 12.76206], [15.16574, -17.25734, 13.12497], [14.37648, -15.85734, 11.02953], [12.75652, -16.09573, 10.97244], [14.92323, -17.41980, 9.32610], [13.68051, -16.28664, 8.76578], [11.68279, -16.96504, 7.96041], [11.26888, -17.12000, 9.68388], [10.95689, -19.73048, 8.50513], [10.18579, -18.55946, 7.35982], [7.66572, -19.68829, 9.73152], [8.47356, -20.49183, 8.48024], [7.81889, -18.90246, 8.11295], [13.52521, -15.70878, 18.08904], [14.15068, -15.76346, 19.37963], [15.24929, -16.73385, 19.50939], [15.59600, -16.87701, 20.96772], [14.53487, -17.48401, 21.87998], [14.67940, -17.20668, 23.28161], [16.01172, -17.37732, 23.91878], [16.58488, -18.70422, 23.84376], [17.78180, -18.70099, 24.71645], [14.27988, -15.40426, 17.36389], [12.71364, -14.98856, 18.19269], [13.15491, -16.65323, 17.69028], [16.14005, -16.42158, 18.96429], [14.96852, -17.65678, 19.00196], [15.75152, -15.91283, 21.45174], [16.49381, -17.44877, 21.20251], [13.99776, -17.88939, 23.78890], [14.36607, -16.19145, 23.52498], [15.99478, -17.07123, 24.96479], [16.68756, -16.68488, 23.41691], [18.45888, -19.51128, 24.44611], [17.49858, -18.45985, 25.74102], [18.42178, -17.84132, 24.51774], [20.84959, -14.70498, 13.58291], [20.26225, -13.57236, 13.03743], [19.40774, -13.90686, 11.92553], [18.50252, -12.66267, 11.52191], [17.68682, -12.23622, 12.61059], [18.24529, -11.18289, 13.34313], [17.35125, -10.97261, 14.61185], [17.85251, -9.85165, 15.33677], [17.01368, -9.63706, 16.49355], [21.33309, -15.32618, 12.82897], [20.24820, -15.35534, 14.21809], [21.66737, -14.35002, 14.21007], [18.84473, -14.78984, 12.22795], [19.97885, -14.10886, 11.01935], [17.74262, -13.06462, 10.85177], [19.10732, -11.96216, 10.94607], [18.36219, -10.22171, 12.84257], [19.24245, -11.48529, 13.66302], [17.26202, -11.92893, 15.12720], [16.31977, -10.69791, 14.39122], [17.12700, -10.55977, 17.06263], [15.98234, -9.49470, 16.17081], [17.23901, -8.79913, 17.15324], [0.67438, -21.11066, 10.19295], [0.30312, -22.18769, 9.28446], [-0.33434, -23.33906, 9.93717], [-0.63079, -24.47691, 8.87266], [-1.62244, -24.04514, 7.94316], [-1.73523, -25.01754, 6.87589], [-2.91611, -24.97181, 5.91291], [-2.84183, -26.20793, 5.19713], [-1.90710, -26.36269, 4.12880], [1.39896, -20.51820, 9.63431], [1.12675, -21.48500, 11.11128], [-0.22174, -20.66731, 10.62712], [-1.23835, -23.17255, 10.52296], [0.38719, -23.72061, 10.65960], [-1.18306, -25.28535, 9.35174], [0.26740, -24.90577, 8.42836], [-1.76738, -26.02295, 7.29566], [-0.80129, -24.98795, 6.31467], [-2.99550, -24.07423, 5.29960], [-3.79122, -24.95442, 6.56252], [-1.77114, -27.35465, 3.69798], [-0.94184, -25.93182, 4.39472], [-2.25917, -25.65337, 3.37980], [13.36978, -23.65107, 5.19359], [13.87818, -22.46169, 4.51771], [12.98602, -21.32393, 4.65606], [13.47366, -20.11604, 3.76084], [13.05899, -20.38984, 2.42836], [11.69390, -20.10486, 2.01323], [11.39463, -18.59485, 1.86023], [11.20135, -17.98920, 3.03742], [11.34210, -16.56691, 2.89408], [14.02201, -24.49833, 5.40540], [12.64080, -24.05734, 4.49242], [12.94263, -23.40878, 6.16669], [12.84056, -20.96277, 5.67415], [11.97490, -21.51975, 4.29914], [14.55615, -20.24343, 3.75254], [13.04895, -19.17167, 4.10128], [11.02926, -20.59536, 2.72441], [11.50504, -20.61685, 1.06967], [10.65019, -18.33124, 1.10895], [12.28332, -18.21519, 1.35606], [10.81680, -15.95470, 3.62713], [11.11384, -16.14838, 1.91385], [12.38412, -16.27732, 3.02987], [10.29833, -22.46804, 17.72817], [11.35629, -22.02312, 18.62107], [10.97351, -21.06128, 19.64039], [10.61008, -19.68027, 19.07025], [9.16263, -19.74857, 18.74196], [8.69689, -18.65957, 17.87479], [9.03953, -18.84722, 16.44206], [8.81788, -17.60800, 15.78858], [9.44937, -17.47668, 14.51760], [9.62433, -23.08961, 18.31764], [10.70588, -23.20990, 17.04141], [9.71879, -21.73352, 17.16896], [11.79361, -20.90893, 20.34205], [10.24534, -21.53319, 20.30006], [11.25375, -19.50892, 18.20745], [10.74047, -18.94811, 19.86715], [9.15458, -17.71839, 18.17942], [7.62208, -18.49656, 17.95437], [8.53301, -19.74911, 16.09836], [10.10535, -18.98582, 16.26059], [9.37902, -16.40498, 14.33157], [8.88383, -17.90304, 13.68908], [10.50521, -17.73271, 14.42958], [18.18072, -20.61340, 7.42877], [18.29207, -20.52556, 8.84870], [18.21211, -21.76736, 9.54198], [16.73362, -22.09273, 9.81936], [16.56382, -22.71926, 11.07380], [15.23855, -23.01623, 11.48391], [15.08621, -23.98890, 12.70768], [15.66518, -25.25225, 12.36673], [14.70758, -25.94563, 11.58296], [17.60757, -21.51683, 7.22035], [19.16352, -20.73777, 6.97411], [17.73828, -19.66363, 7.12833], [18.67944, -21.57807, 10.50835], [18.75436, -22.51490, 8.96297], [16.51182, -22.83365, 9.05128], [16.15697, -21.16850, 9.78205], [14.74506, -23.39844, 10.59034], [14.70475, -22.09524, 11.71828], [14.03752, -24.15091, 12.95685], [15.73160, -23.58519, 13.48782], [14.30804, -25.45217, 10.69697], [13.87326, -26.29424, 12.19165], [15.16500, -26.90415, 11.33782], [8.45176, -13.40514, 8.67383], [9.24419, -12.66481, 9.64001], [8.97538, -11.28854, 9.64809], [9.58652, -10.59814, 8.37544], [10.96566, -10.83650, 8.28288], [11.74554, -10.30642, 9.36219], [13.24894, -10.25018, 9.00420], [13.47902, -9.74758, 7.67062], [13.00281, -8.46867, 7.34239], [7.49736, -12.89443, 8.54584], [8.14854, -14.38623, 9.03934], [9.02402, -13.52907, 7.75445], [9.29061, -10.81174, 10.57619], [7.90602, -11.07992, 9.68040], [9.61418, -9.50890, 8.40477], [8.99887, -10.93768, 7.52251], [11.66412, -10.90735, 10.26792], [11.50118, -9.25034, 9.47666], [13.74933, -11.21299, 9.10775], [13.74987, -9.57963, 9.70242], [11.92104, -8.38146, 7.44377], [13.26381, -8.38820, 6.28716], [13.38667, -7.55819, 7.80256], [9.95408, -30.88678, 13.64701], [10.07128, -30.91818, 15.08789], [10.61049, -29.70959, 15.67934], [9.60804, -28.63534, 15.86667], [9.50795, -27.73152, 14.77678], [8.37094, -26.93597, 14.78975], [8.38903, -25.94115, 13.58406], [9.55605, -25.09052, 13.56238], [9.49558, -23.88649, 12.85263], [9.86728, -31.90822, 13.27658], [10.83881, -30.42055, 13.21346], [9.09601, -30.34556, 13.24839], [11.52308, -29.39433, 15.17348], [10.98901, -30.17068, 16.59159], [9.82193, -28.04707, 16.75901], [8.65962, -29.12458, 16.08858], [8.23892, -26.36032, 15.70587], [7.46257, -27.51626, 14.62774], [7.45474, -25.38159, 13.53833], [8.17647, -26.48449, 12.66335], [8.95091, -23.95890, 11.91125], [10.53073, -23.56560, 12.73600], [9.03206, -23.16667, 13.52725], [-5.47352, -22.70021, -0.30690], [-4.09236, -22.92243, -0.29511], [-3.32589, -21.73864, -0.32094], [-1.80837, -22.03380, -0.30564], [-1.37530, -22.17000, 1.03336], [-0.66640, -21.00472, 1.53023], [-0.22557, -21.09897, 3.01267], [0.94026, -21.93173, 3.02320], [1.60622, -21.99115, 4.27439], [-5.90999, -23.68778, -0.15761], [-5.58879, -22.36272, -1.33691], [-5.90175, -22.07837, 0.47926], [-3.60117, -21.08380, 0.50580], [-3.51765, -21.19904, -1.24840], [-1.24970, -21.31077, -0.89996], [-1.60197, -23.01482, -0.73353], [-1.32141, -20.15228, 1.35024], [0.26626, -20.90253, 0.97544], [-0.93812, -21.73559, 3.53715], [0.03393, -20.20390, 3.57801], [1.02543, -22.51613, 5.03279], [1.70100, -20.95418, 4.59660], [2.61667, -22.39938, 4.25323]], "forces_ev_per_a": [[-0.833, -1.329, -0.051], [0.323, 1.491, -1.334], [-0.935, -0.980, 0.853], [-1.016, 0.181, 0.552], [-0.170, 1.040, 1.037], [1.007, -0.580, -1.199], [0.994, -0.742, 1.447], [-3.506, -0.617, -0.395], [1.408, 0.758, 0.722], [0.402, 1.165, -0.263], [-0.389, 0.077, 0.730], [0.731, 0.026, -0.258], [0.839, -0.380, 0.089], [-0.539, -0.556, -0.149], [-0.257, -0.798, -0.615], [0.254, 0.193, -0.338], [-0.132, 0.474, 0.058], [0.006, -0.291, 0.103], [0.956, -0.046, -1.047], [-0.126, 0.074, -0.017], [0.162, 0.658, 0.156], [0.835, -0.002, -0.208], [-0.005, 0.164, 0.117], [1.053, 0.078, 0.555], [0.723, -1.162, -0.089], [-1.656, 0.532, -0.131], [-1.132, -0.314, 2.997], [1.045, 0.314, -1.221], [-0.677, -0.755, -0.511], [1.566, -0.557, -0.500], [1.037, 0.845, 1.114], [-0.723, 1.153, -1.519], [-0.092, 0.502, -0.261], [0.146, -0.064, -0.229], [-0.243, -0.376, 0.516], [0.199, 0.502, 0.086], [-0.283, -0.351, 0.377], [0.142, 0.498, -0.611], [0.141, -0.196, -0.729], [-0.304, -0.022, -0.255], [-0.105, 0.320, -0.147], [-0.418, 0.114, 0.177], [0.464, 0.135, 0.033], [-0.747, -0.571, 0.667], [-0.092, -1.159, 0.322], [-0.076, 0.515, -0.656], [1.593, -0.223, 0.443], [-1.011, 0.192, -1.019], [-0.339, 1.750, 0.388], [-0.432, -2.744, 0.858], [0.424, 0.714, -0.962], [-0.165, 0.268, 2.104], [0.270, 0.763, -1.158], [-0.008, 0.086, 0.844], [0.267, -0.995, -0.548], [-0.090, -0.167, -0.300], [-0.700, 0.163, -0.129], [-0.002, 0.042, 0.141], [-0.434, 0.081, -0.266], [0.372, -0.389, 0.002], [0.284, -0.119, -0.480], [-0.115, 0.681, 0.634], [-0.353, -0.027, -0.573], [0.106, 0.124, 0.257], [0.504, 0.015, 0.671], [-0.234, -0.225, -0.769], [-0.503, 0.043, 0.464], [-0.219, -0.176, -0.015], [0.769, 0.129, -0.593], [-0.576, -1.881, -0.097], [-0.797, -0.514, 1.213], [1.048, -0.469, -1.603], [-1.190, 1.045, 1.107], [-0.001, 0.051, -1.403], [1.168, 0.310, 0.490], [0.624, -0.151, 0.745], [-0.739, -0.895, 0.419], [-0.088, 2.655, -0.001], [-0.534, 0.407, 0.260], [0.693, -0.455, -0.094], [-0.119, 0.850, -0.743], [-0.275, 0.779, -0.374], [0.183, -0.320, 0.050], [0.644, -0.371, 0.866], [0.160, 0.407, -0.317], [-0.163, -0.157, 0.300], [0.195, 0.124, -0.181], [0.380, -0.061, -0.391], [-0.402, -0.488, -0.409], [-0.586, -0.078, 0.660], [0.352, -0.432, 0.220], [0.041, -0.323, -0.762], [-0.808, 0.797, -0.812], [-0.267, 0.152, 1.104], [0.265, 0.730, -0.649], [-0.964, -2.565, 0.252], [-0.509, 0.519, -1.474], [0.344, 0.248, 0.956], [1.605, -1.923, -2.550], [-0.923, 2.501, 2.256], [0.869, 0.466, 0.346], [1.079, 0.693, -0.483], [-0.560, -0.128, 0.390], [-0.336, 0.237, -0.086], [0.510, -0.340, 0.468], [-0.104, -0.648, -0.071], [0.056, 0.808, -0.034], [0.435, 0.013, 0.261], [-0.359, 0.267, 0.189], [0.483, 0.101, -0.093], [-0.860, -0.518, 0.044], [0.672, 0.164, 0.030], [-0.464, -0.715, 0.198], [-0.537, -0.561, -0.268], [0.383, -0.283, 0.076], [0.344, -0.923, 1.157], [-0.450, 0.847, -0.384], [0.205, -0.397, -0.746], [-2.008, -1.488, 0.583], [0.573, 1.177, -1.062], [0.952, 0.042, 1.467], [1.334, 0.068, -0.690], [-0.387, -0.584, -0.579], [-0.886, 1.375, -0.121], [-0.530, 0.271, 0.203], [0.565, 0.405, -0.133], [0.368, 0.393, 0.294], [0.666, -0.219, -0.541], [-0.798, 0.365, -0.284], [-0.162, 0.259, -0.076], [0.108, 0.325, -0.213], [0.117, 0.113, 0.293], [-0.057, -0.524, 0.389], [-0.436, 0.193, -0.777], [0.325, -0.727, 0.582], [0.207, 0.115, -0.075], [-0.046, -0.626, 0.152], [0.043, -0.456, 0.527], [0.160, -0.332, 1.118], [0.260, 0.218, 0.087], [-0.264, 1.320, 0.572], [0.342, -1.031, -0.078], [0.835, -0.346, 1.414], [-0.630, 0.143, -0.495], [2.237, 0.410, -1.857], [-1.203, 0.416, -0.404], [0.488, -1.749, 0.608], [-0.421, 0.340, -0.653], [0.164, 0.094, -0.094], [-0.191, -0.375, -0.409], [0.274, -0.272, -0.038], [-0.107, -0.353, 0.273], [-1.063, 0.188, -0.312], [-0.125, -0.001, -0.367], [-0.407, -0.389, 0.049], [-0.068, 0.350, 0.200], [-0.031, 0.511, 0.287], [-0.485, -0.010, 0.380], [0.358, 0.231, -0.003], [-0.436, 0.491, 0.309], [0.253, 0.181, -0.582], [0.230, 0.637, 0.731], [-0.563, -0.818, -0.009], [-0.161, 1.037, -1.004], [0.196, 0.414, 1.946], [1.355, -1.238, -0.242], [0.628, 0.057, -1.256], [-0.475, 0.504, -1.020], [0.449, -0.555, 1.134], [-0.563, -0.068, -0.922], [0.041, 0.255, -0.500], [0.592, -0.051, 0.414], [-0.234, 0.136, -0.146], [0.704, -0.422, 0.023], [-0.438, -0.171, -0.357], [-1.395, 0.386, 0.291], [0.708, -0.120, -0.352], [-0.356, 0.248, 0.202], [-0.669, 0.064, 0.595], [-0.143, -0.056, -0.489], [-0.127, 0.118, 0.371], [-0.259, -0.230, -0.117], [-0.247, 0.184, -0.060], [0.746, -0.341, 0.775], [0.281, 0.014, 0.508], [-0.136, 0.687, -1.412], [0.620, -2.075, -0.376], [-0.691, 0.858, 0.688], [0.539, -0.709, -0.347], [-0.267, 1.488, -1.361], [0.086, 0.184, 0.180], [-0.637, -2.126, 0.307], [-0.172, 0.131, 0.865], [0.132, -0.062, 0.272], [0.178, -0.049, -0.046], [-0.252, 0.253, 0.433], [-0.114, 0.278, -0.489], [-0.300, 0.782, 0.602], [0.314, 0.084, 0.270], [-0.361, -0.073, -0.253], [0.266, -0.011, 0.352], [-0.231, -0.331, 0.158], [-0.136, 0.733, 1.029], [1.229, -0.533, -0.477], [0.121, 0.038, -0.153], [-0.088, -0.017, -0.424], [-0.361, 0.483, -0.321], [0.306, -0.941, -0.881], [1.409, -0.100, 1.343], [0.627, -0.099, -0.779], [-0.996, -0.781, 0.719], [1.194, 0.766, 1.251], [-0.101, -0.113, 0.155], [0.171, -2.516, -0.463], [1.128, -0.454, -0.499], [-0.708, 1.052, 0.031], [-0.192, 0.030, -0.301], [-1.396, 0.455, 0.094], [0.377, 0.556, -0.075], [0.112, 0.105, 0.229], [-0.358, 0.209, -0.325], [0.061, 0.326, 0.257], [-0.333, -0.009, -0.363], [0.133, 0.366, 0.180], [0.008, 0.199, -0.283], [-0.762, 0.649, 0.341], [-0.540, 0.524, -0.470], [-0.147, -0.199, 0.055], [0.218, 0.183, 0.503], [-0.231, -0.240, -0.675]], "charge": 0, "orbital_gap_ev": 9.590, "de_lowest_ev": 7.004, "multiplicity": 1, "homo_energy_ev": -9.373}